Entry 1:
A cluster of 5 separate species, C8H27NO7 in total at a distorted geometry. Source: the OMol25 dataset; level of theory: ωB97M-V/def2-TZVPD.

Results
frontier orbital gap (spin up / spin down)	0.0756 / 0.3153	Ha
charge	-1
electronic energy	-24553.41158	eV
multiplicity	2

CARTESIAN COORDINATES (ANGSTROEM)
C: -2.523 0.585 3.821
O: -1.408 0.260 2.973
C: -1.703 -0.083 1.602
C: -0.424 -0.481 0.847
N: 0.087 -1.809 1.067
C: -0.702 -3.008 0.820
C: 0.069 -4.252 1.219
O: -0.011 -4.238 2.613
C: 0.496 -5.371 3.286
H: -2.307 0.603 4.889
H: -3.350 -0.078 3.567
H: -2.796 1.579 3.465
H: -2.293 0.722 1.164
H: -2.362 -0.945 1.495
H: 0.384 0.210 1.087
H: -0.624 -0.326 -0.213
H: 0.364 -1.939 2.029
H: -0.914 -3.082 -0.246
H: -1.668 -3.089 1.318
H: 1.112 -4.351 0.918
H: -0.420 -5.147 0.834
H: 0.841 -5.221 4.308
H: 1.379 -5.662 2.717
H: -0.136 -6.257 3.212
O: -1.424 1.984 -0.988
H: -2.080 1.338 -1.250
H: -1.934 2.716 -0.641
O: 0.621 0.868 -2.268
H: -0.116 1.357 -1.901
H: 1.286 1.533 -2.444
O: 1.705 -1.318 -1.367
H: 1.101 -1.624 -0.690
H: 1.274 -0.552 -1.745
C: 1.923 4.732 -4.238
C: 1.096 4.110 -3.097
O: 1.870 3.499 -2.068
O: 2.740 5.745 -3.811
H: 1.306 5.063 -5.073
H: 2.592 3.957 -4.611
H: 0.369 3.381 -3.455
H: 0.450 4.866 -2.651
H: 2.710 3.959 -2.003
H: 3.418 5.762 -4.489

---

Entry 2:
A structure of composition C8H28B2KO4. Source: the OMol25 dataset; level of theory: ωB97M-V/def2-TZVPD.

Results
frontier orbital gap	0.2376	Ha
charge	-1
electronic energy	-34615.38359	eV
relative energy (zero: lowest compared OMol25 entry of this formula, charge and spin)	0.0	kcal/mol

CARTESIAN COORDINATES (ANGSTROEM)
K: 1.014 0.239 -0.104
B: 1.987 -0.362 -2.946
H: 0.969 0.182 -2.612
H: 2.877 -0.129 -2.175
H: 1.727 -1.569 -2.976
H: 2.367 -0.003 -4.040
B: 2.648 2.703 -0.861
H: 3.093 3.605 -1.541
H: 1.586 2.374 -1.302
H: 3.402 1.770 -0.860
H: 2.565 3.069 0.313
C: 1.362 -3.496 0.109
O: 0.368 -2.502 0.260
C: -0.905 -2.979 -0.135
C: -2.004 -1.940 0.058
O: -1.884 -0.761 -0.675
C: -1.727 -0.905 -2.085
H: 2.224 -3.231 0.718
H: 1.669 -3.548 -0.943
H: 0.986 -4.481 0.406
H: -1.162 -3.896 0.413
H: -0.835 -3.261 -1.196
H: -1.995 -1.672 1.115
H: -2.930 -2.475 -0.212
H: -0.802 -1.433 -2.332
H: -1.577 0.102 -2.465
H: -2.598 -1.400 -2.525
C: -1.191 3.372 -0.402
O: -1.162 2.222 0.424
C: -0.951 2.559 1.765
C: -0.989 1.345 2.644
O: 0.118 0.479 2.429
C: -0.008 -0.695 3.201
H: -0.241 3.909 -0.333
H: -2.024 4.024 -0.109
H: -1.313 3.044 -1.430
H: -1.752 3.233 2.113
H: 0.002 3.087 1.913
H: -1.927 0.790 2.500
H: -0.966 1.668 3.695
H: -0.745 -1.386 2.784
H: -0.232 -0.455 4.246
H: 0.958 -1.200 3.154

---

Entry 3:
A structure of composition C8H28B2O30 at a distorted geometry. Source: the OMol25 dataset; level of theory: ωB97M-V/def2-TZVPD.

Results
frontier orbital gap	0.3246	Ha
charge	-2
electronic energy	-71537.88934	eV
relative energy (zero: lowest compared OMol25 entry of this formula, charge and spin)	181.0	kcal/mol

CARTESIAN COORDINATES (ANGSTROEM)
O: 0.031 -3.459 -0.540
C: -0.248 -2.458 0.114
O: 0.556 -1.511 0.118
B: -0.081 -0.349 0.757
O: -1.418 -0.864 1.119
C: -1.445 -2.081 0.839
O: -2.537 -2.695 0.667
O: -0.213 0.798 -0.176
C: 0.509 1.791 0.276
O: 0.807 2.800 -0.299
C: 0.807 1.500 1.622
O: 0.673 0.224 1.903
O: 1.330 2.322 2.367
O: 4.756 1.043 0.316
C: 4.320 0.460 -0.547
O: 3.109 0.242 -0.825
B: 2.898 -0.094 -2.245
O: 4.290 -0.025 -2.764
C: 5.098 0.264 -1.828
O: 6.138 0.713 -2.018
O: 2.127 0.903 -2.908
C: 1.234 0.250 -3.492
O: 0.255 0.813 -4.041
C: 1.269 -1.102 -3.140
O: 2.159 -1.362 -2.326
O: 0.251 -1.774 -3.152
O: -1.986 -2.927 4.046
H: -2.346 -2.703 4.814
H: -2.196 -2.301 3.386
O: 0.398 4.210 4.215
H: -0.643 3.988 4.108
H: 0.742 3.472 3.443
O: 2.106 1.080 4.742
H: 1.879 1.329 3.862
H: 1.341 0.858 5.292
O: -2.589 -0.888 -2.267
H: -1.743 -1.325 -2.222
H: -2.579 -0.211 -2.860
O: 1.017 -5.003 -3.186
H: 1.922 -4.831 -3.438
H: 1.079 -4.444 -2.555
O: -2.624 2.994 -1.408
H: -3.545 2.945 -1.150
H: -2.180 2.195 -1.248
O: -1.840 4.321 0.956
H: -2.353 3.802 0.320
H: -1.023 4.738 0.522
O: -4.800 -1.050 -0.253
H: -4.263 -1.217 -1.042
H: -4.157 -1.611 0.190
O: -3.452 -6.033 0.156
H: -2.447 -5.595 0.296
H: -4.051 -5.723 0.945
O: 0.298 5.357 -0.670
H: 0.822 4.543 -0.560
H: 0.122 5.470 -1.510
O: -0.669 -5.849 0.077
H: -0.335 -4.956 -0.160
H: -0.108 -6.581 -0.252
O: 2.533 5.280 2.775
H: 2.191 4.847 3.453
H: 1.987 6.026 2.610
O: -4.267 -3.893 -1.438
H: -4.338 -4.786 -1.108
H: -3.602 -3.537 -0.837
O: 3.132 3.989 -0.954
H: 3.600 4.200 -0.074
H: 2.325 3.501 -0.795

---

Entry 4:
A structure of composition C8H28B3Cs3O4S2 at a distorted geometry. Source: the OMol25 dataset; level of theory: ωB97M-V/def2-TZVPD.

Results
frontier orbital gap (spin up / spin down)	0.0844 / 0.3170	Ha
charge	-1
electronic energy	-42276.94675	eV
multiplicity	2

CARTESIAN COORDINATES (ANGSTROEM)
Cs: -2.125 -0.750 3.460
Cs: 0.515 2.680 0.800
Cs: 2.966 -0.650 3.265
B: -1.604 3.023 3.262
H: -2.358 3.007 2.490
H: -2.101 2.755 4.181
H: -0.825 2.331 2.979
H: -1.300 4.055 3.345
B: 0.460 -0.946 5.515
H: -0.431 -1.251 6.040
H: 0.255 -0.052 4.947
H: 1.301 -0.751 6.163
H: 0.715 -1.763 4.858
B: 0.333 -0.819 1.308
H: -0.222 -1.605 0.818
H: 1.108 -0.395 0.688
H: -0.346 -0.054 1.651
H: 0.842 -1.258 2.152
C: 3.592 -0.453 -1.356
C: 4.426 0.047 -2.539
C: 3.840 -0.505 -3.895
S: 2.193 -1.260 -3.490
O: 2.367 -2.735 -3.324
O: 1.154 -0.761 -4.435
C: 2.095 -0.510 -1.809
H: 3.773 0.095 -0.431
H: 3.994 -1.425 -1.070
H: 5.481 -0.221 -2.484
H: 4.509 1.122 -2.702
H: 4.349 -1.296 -4.446
H: 3.535 0.364 -4.479
H: 1.529 -1.228 -1.215
H: 1.761 0.526 -1.743
C: -2.192 1.078 -0.933
C: -1.857 -0.178 -1.818
C: -2.868 -1.300 -1.409
S: -4.531 -0.456 -1.181
O: -5.134 -0.948 0.050
O: -5.300 -0.440 -2.430
C: -3.760 1.201 -0.908
H: -1.736 1.998 -1.298
H: -1.928 0.857 0.101
H: -0.871 -0.611 -1.651
H: -1.881 0.039 -2.886
H: -2.582 -1.859 -0.517
H: -2.954 -2.123 -2.119
H: -4.037 1.488 0.106
H: -4.150 1.935 -1.613

---

Entry 5:
A structure of composition C8H28CoN9O6 at a distorted geometry. Source: the OMol25 dataset; level of theory: ωB97M-V/def2-TZVPD.

Results
frontier orbital gap (spin up / spin down)	0.2589 / 0.2505	Ha
charge	+1
electronic energy	-72070.13788	eV
multiplicity	4
relative energy (zero: lowest compared OMol25 entry of this formula, charge and spin)	0.0	kcal/mol

CARTESIAN COORDINATES (ANGSTROEM)
Co: 11.279 -17.056 -23.119
O: 11.075 -17.687 -21.329
H: 11.585 -17.451 -20.549
C: 13.100 -15.143 -16.607
C: 12.658 -16.496 -17.125
C: 11.890 -17.326 -16.118
O: 12.811 -17.812 -15.175
C: 12.190 -18.239 -13.986
N: 11.872 -16.372 -18.370
H: 14.013 -14.723 -17.041
H: 13.502 -15.332 -15.599
H: 12.345 -14.362 -16.560
H: 13.601 -17.009 -17.359
H: 11.370 -18.148 -16.631
H: 11.150 -16.694 -15.609
H: 12.958 -18.517 -13.266
H: 11.576 -19.131 -14.158
H: 11.566 -17.462 -13.534
H: 12.424 -16.107 -19.175
H: 11.448 -17.280 -18.543
C: 13.579 -20.111 -19.895
O: 14.429 -20.691 -19.255
N: 13.646 -18.793 -20.263
N: 12.472 -20.764 -20.407
H: 14.377 -18.232 -19.867
H: 12.914 -18.414 -20.839
H: 11.784 -20.143 -20.799
H: 12.337 -21.753 -20.360
C: 8.885 -18.919 -23.615
O: 9.960 -18.343 -23.908
N: 7.844 -18.217 -23.143
N: 8.733 -20.231 -23.825
H: 7.024 -18.573 -22.685
H: 8.012 -17.225 -23.097
H: 7.964 -20.725 -23.404
H: 9.494 -20.783 -24.181
C: 9.312 -14.897 -22.058
O: 9.744 -15.718 -22.895
N: 8.239 -14.115 -22.345
N: 9.784 -14.819 -20.798
H: 8.124 -13.879 -23.319
H: 7.985 -13.409 -21.674
H: 9.358 -14.204 -20.127
H: 10.550 -15.423 -20.543
C: 8.284 -19.053 -18.892
O: 7.649 -19.830 -18.204
N: 8.040 -17.723 -18.904
N: 9.227 -19.488 -19.781
H: 7.306 -17.395 -18.306
H: 8.521 -17.128 -19.550
H: 9.819 -18.834 -20.284
H: 9.522 -20.444 -19.707

---

Entry 6:
A cluster of 10 separate species, C8H28O14 in total at a distorted geometry. Source: the OMol25 dataset; level of theory: ωB97M-V/def2-TZVPD.

Results
frontier orbital gap (spin up / spin down)	0.3537 / 0.1129	Ha
charge	+1
electronic energy	-37404.33912	eV
multiplicity	2

CARTESIAN COORDINATES (ANGSTROEM)
C: -0.162 -0.066 -3.872
C: 1.168 0.207 -3.193
O: 2.077 0.530 -4.244
C: 1.371 0.720 -5.373
O: 1.841 1.129 -6.426
O: 0.124 0.439 -5.178
H: -0.967 0.429 -3.328
H: -0.340 -1.140 -3.914
H: 1.396 -0.772 -2.771
H: 1.125 1.052 -2.505
C: -2.931 -0.331 -0.645
C: -2.826 1.114 -0.228
O: -3.080 1.811 -1.433
C: -3.505 0.974 -2.366
O: -3.652 1.292 -3.529
O: -3.617 -0.284 -1.826
H: -3.474 -0.805 0.172
H: -1.974 -0.800 -0.872
H: -1.863 1.346 0.226
H: -3.594 1.388 0.495
O: 2.391 -1.176 3.580
H: 2.003 -1.709 2.886
H: 2.529 -1.787 4.304
O: 0.767 -0.188 0.138
H: 1.140 0.662 0.368
H: 0.211 -0.416 0.884
O: 3.181 -1.349 -0.445
H: 2.322 -0.934 -0.360
H: 3.797 -0.618 -0.493
O: 2.600 1.769 1.135
H: 2.919 1.496 1.996
H: 3.307 1.538 0.533
O: 0.561 3.860 1.291
H: 0.943 3.003 1.102
H: 1.309 4.457 1.316
O: 0.463 -2.952 -1.209
H: 0.612 -2.820 -0.273
H: -0.434 -3.282 -1.265
O: 1.083 -2.993 1.900
H: 0.209 -3.363 2.029
H: 1.668 -3.751 1.906
C: -1.422 1.131 3.710
C: -0.911 -0.164 3.178
O: -1.416 -0.617 1.988
H: -0.907 1.239 4.665
H: -2.474 1.194 3.987
H: -1.125 1.970 3.080
H: -1.060 -0.874 3.991
H: 0.140 0.008 2.948
H: -1.524 -1.569 1.939

---

Entry 7:
A cluster of 6 separate species, C8H28O6 in total at a distorted geometry. Source: the OMol25 dataset; level of theory: ωB97M-V/def2-TZVPD.

Results
structure (SMILES)	CCO.CCO.CCO.CCO.O.O
frontier orbital gap	0.3946	Ha
electronic energy	-21033.60539	eV
relative energy (zero: lowest compared OMol25 entry of this formula, charge and spin)	14.8	kcal/mol

CARTESIAN COORDINATES (ANGSTROEM)
C: -13.615 -9.234 -3.864
C: -13.358 -8.064 -2.959
O: -13.268 -8.405 -1.566
H: -12.809 -9.934 -3.722
H: -13.628 -8.837 -4.863
H: -14.569 -9.725 -3.742
H: -14.131 -7.337 -3.032
H: -12.454 -7.484 -3.212
H: -12.594 -7.825 -1.215
C: -8.380 -5.410 0.758
C: -9.160 -4.055 0.744
O: -8.143 -3.048 1.051
H: -7.950 -5.664 1.734
H: -7.664 -5.489 -0.073
H: -9.157 -6.199 0.547
H: -9.913 -4.018 1.542
H: -9.687 -3.893 -0.206
H: -8.658 -2.255 1.061
C: -10.309 -5.189 -2.772
C: -11.414 -4.472 -3.547
O: -11.512 -3.022 -3.218
H: -10.615 -5.569 -1.795
H: -9.391 -4.532 -2.689
H: -9.991 -6.100 -3.321
H: -12.376 -4.965 -3.303
H: -11.206 -4.578 -4.634
H: -10.628 -2.707 -2.990
C: -11.455 -10.484 2.719
C: -12.621 -9.572 3.090
O: -12.512 -8.319 2.341
H: -11.510 -11.250 3.490
H: -10.563 -9.881 2.815
H: -11.639 -10.969 1.719
H: -12.638 -9.304 4.186
H: -13.580 -9.964 2.797
H: -13.344 -7.898 2.319
O: -12.278 -11.404 -0.647
H: -13.046 -11.989 -0.570
H: -12.606 -10.610 -1.050
O: -10.810 -8.234 0.052
H: -11.398 -8.556 0.764
H: -10.420 -9.075 -0.298

---

Entry 8:
A cluster of 6 separate species, C8H28O6 in total at a distorted geometry. Source: the OMol25 dataset; level of theory: ωB97M-V/def2-TZVPD.

Results
structure (SMILES)	CCO.CCO.CO.CO.CO.CO
frontier orbital gap	0.3750	Ha
electronic energy	-21032.05381	eV
relative energy (zero: lowest compared OMol25 entry of this formula, charge and spin)	50.6	kcal/mol

CARTESIAN COORDINATES (ANGSTROEM)
C: 1.470 3.509 2.134
C: 2.901 3.147 2.102
O: 3.139 2.207 1.014
H: 1.072 3.944 1.222
H: 1.357 4.186 2.992
H: 0.858 2.646 2.410
H: 3.277 2.680 3.019
H: 3.565 4.002 1.910
H: 3.889 1.683 1.309
C: 0.630 1.707 -3.696
C: 1.694 2.394 -2.861
O: 2.964 2.145 -3.449
H: -0.308 1.605 -3.147
H: 0.895 0.686 -3.983
H: 0.436 2.203 -4.648
H: 1.558 2.093 -1.817
H: 1.471 3.469 -2.820
H: 3.605 2.392 -2.771
C: 0.350 0.128 -0.068
O: -0.486 -0.968 -0.340
H: -0.133 1.100 -0.217
H: 0.587 0.222 1.011
H: 1.377 0.048 -0.418
H: -1.238 -0.937 0.283
C: -2.889 -2.979 -2.505
O: -3.444 -1.885 -3.271
H: -2.489 -2.592 -1.568
H: -3.640 -3.737 -2.258
H: -2.166 -3.434 -3.190
H: -4.290 -2.216 -3.588
C: -3.188 -1.631 2.559
O: -2.437 -1.784 1.375
H: -2.534 -1.360 3.389
H: -3.871 -0.775 2.474
H: -3.835 -2.464 2.834
H: -2.755 -2.521 0.847
C: 0.486 -3.329 2.601
O: 0.743 -3.068 1.248
H: -0.591 -3.401 2.822
H: 0.879 -4.308 2.860
H: 0.822 -2.525 3.264
H: 0.267 -2.282 0.936

---

The highest electronic energy belongs to which entry? number 8

---

Please write out number 6 again, unchanged.
A cluster of 10 separate species, C8H28O14 in total at a distorted geometry. Source: the OMol25 dataset; level of theory: ωB97M-V/def2-TZVPD.

Results
frontier orbital gap (spin up / spin down)	0.3537 / 0.1129	Ha
charge	+1
electronic energy	-37404.33912	eV
multiplicity	2

CARTESIAN COORDINATES (ANGSTROEM)
C: -0.162 -0.066 -3.872
C: 1.168 0.207 -3.193
O: 2.077 0.530 -4.244
C: 1.371 0.720 -5.373
O: 1.841 1.129 -6.426
O: 0.124 0.439 -5.178
H: -0.967 0.429 -3.328
H: -0.340 -1.140 -3.914
H: 1.396 -0.772 -2.771
H: 1.125 1.052 -2.505
C: -2.931 -0.331 -0.645
C: -2.826 1.114 -0.228
O: -3.080 1.811 -1.433
C: -3.505 0.974 -2.366
O: -3.652 1.292 -3.529
O: -3.617 -0.284 -1.826
H: -3.474 -0.805 0.172
H: -1.974 -0.800 -0.872
H: -1.863 1.346 0.226
H: -3.594 1.388 0.495
O: 2.391 -1.176 3.580
H: 2.003 -1.709 2.886
H: 2.529 -1.787 4.304
O: 0.767 -0.188 0.138
H: 1.140 0.662 0.368
H: 0.211 -0.416 0.884
O: 3.181 -1.349 -0.445
H: 2.322 -0.934 -0.360
H: 3.797 -0.618 -0.493
O: 2.600 1.769 1.135
H: 2.919 1.496 1.996
H: 3.307 1.538 0.533
O: 0.561 3.860 1.291
H: 0.943 3.003 1.102
H: 1.309 4.457 1.316
O: 0.463 -2.952 -1.209
H: 0.612 -2.820 -0.273
H: -0.434 -3.282 -1.265
O: 1.083 -2.993 1.900
H: 0.209 -3.363 2.029
H: 1.668 -3.751 1.906
C: -1.422 1.131 3.710
C: -0.911 -0.164 3.178
O: -1.416 -0.617 1.988
H: -0.907 1.239 4.665
H: -2.474 1.194 3.987
H: -1.125 1.970 3.080
H: -1.060 -0.874 3.991
H: 0.140 0.008 2.948
H: -1.524 -1.569 1.939